{
  "formula": "C21H34BrN7O8P2Ru",
  "method": "ωB97M-V with the def2-TZVPD basis set",
  "species": ["Ru", "O", "C", "C", "C", "N", "C", "Br", "C", "H", "H", "H", "H", "C", "N", "C", "C", "N", "C", "C", "C", "C", "C", "C", "N", "C", "N", "C", "C", "N", "C", "C", "N", "C", "C", "H", "H", "H", "H", "H", "H", "H", "H", "H", "H", "H", "H", "H", "H", "H", "H", "H", "H", "H", "H", "H", "H", "H", "H", "H", "H", "H", "H", "O", "P", "O", "O", "O", "P", "O", "O", "O", "H", "H"],
  "xyz": [[-0.493608, -0.285636, -0.229550], [-3.101313, 5.912618, -1.958199], [-2.872715, 4.569724, -1.947221], [-3.715892, 3.692157, -2.502597], [-3.646365, 2.194078, -2.573959], [-2.603413, 1.647944, -1.693050], [-0.931325, 3.176803, -1.431292], [0.676509, 2.742222, -0.480499], [-1.611794, 4.296076, -1.255302], [-3.897956, 6.118267, -2.459073], [-4.624736, 4.069200, -2.961227], [-3.434387, 1.899919, -3.613301], [-1.224690, 5.090393, -0.633014], [0.063376, 3.380143, 3.059070], [-0.223726, 2.020504, 2.627004], [-1.615951, 1.795137, 2.283817], [0.743136, 1.091287, 2.510244], [0.652555, 0.083116, 1.653495], [1.343892, -1.119153, 1.864239], [1.584259, -1.660177, 3.129932], [2.365151, -2.788593, 3.285456], [2.964769, -3.370069, 2.175759], [2.685247, -2.887376, 0.911908], [1.799100, -1.821389, 0.733203], [1.374704, -1.335665, -0.508976], [1.375875, -2.010889, -1.668195], [1.507737, -3.347489, -1.759753], [0.937586, -4.276939, -0.794962], [2.065786, -3.974046, -2.951140], [1.298757, -1.318065, -2.828429], [1.593388, 0.105006, -2.877365], [0.425050, -1.779333, -3.907891], [1.876185, 1.288115, 3.245040], [1.818586, 1.585416, 4.664542], [3.192116, 0.997371, 2.705445], [-0.444558, 4.068512, 2.381198], [1.128388, 3.584241, 3.008302], [-0.297712, 3.565390, 4.072577], [-2.241069, 1.934370, 3.168994], [-1.777907, 0.783465, 1.932254], [-1.941946, 2.512587, 1.527825], [1.140155, -1.183523, 3.994602], [2.521391, -3.208020, 4.270133], [3.625614, -4.217756, 2.296274], [3.149613, -3.326031, 0.039242], [0.308771, -3.754022, -0.085669], [1.714097, -4.828581, -0.262533], [0.311983, -4.988694, -1.336474], [2.641934, -3.253002, -3.523988], [1.294043, -4.412120, -3.587030], [2.729253, -4.777779, -2.627652], [2.303806, 0.375231, -2.102443], [0.682802, 0.699503, -2.762193], [2.018744, 0.331119, -3.855767], [-0.063205, -2.710875, -3.637581], [0.980386, -1.905319, -4.838296], [-0.366904, -1.044891, -4.065516], [0.786104, 1.635451, 5.001075], [2.317528, 2.527677, 4.902429], [2.320337, 0.789356, 5.222757], [3.145144, 0.966073, 1.618725], [3.596764, 0.049315, 3.067959], [3.871164, 1.799429, 3.001370], [-4.883839, 1.684450, -2.167270], [-2.283593, -0.067534, -1.784332], [-2.536958, -0.579209, -3.140600], [-1.320311, 2.135988, -2.183755], [-3.410620, -0.659635, -0.737621], [-2.673103, -1.755936, 0.244745], [-3.822224, -2.741926, 0.647713], [-2.102556, -1.043895, 1.427849], [-1.585812, -2.360639, -0.624949], [-4.873421, 0.720655, -2.217537], [-4.308177, -3.124101, -0.098976]],
  "forces_ev_per_a": [[0.585, -1.198, 1.481], [0.126, 0.133, 0.059], [-0.291, -0.214, -0.181], [0.006, -0.054, 0.161], [-0.006, 0.203, -0.470], [0.427, -0.649, 0.492], [0.265, 0.012, 0.402], [-0.301, -0.149, -0.157], [0.112, 0.087, -0.106], [-0.055, -0.047, 0.018], [0.035, 0.052, -0.023], [0.043, -0.107, 0.130], [0.021, -0.067, 0.054], [0.040, 0.028, -0.051], [0.052, -0.021, 0.132], [-0.081, -0.079, 0.013], [0.107, 0.023, -0.184], [-0.785, -0.027, -1.047], [0.582, -0.635, 0.225], [-0.205, 0.224, -0.152], [0.135, -0.135, -0.035], [0.005, 0.014, 0.177], [0.059, 0.381, -0.182], [0.448, -0.121, 0.807], [-1.857, 1.047, -0.694], [0.318, -0.341, -0.166], [-0.169, 0.074, -0.162], [-0.214, -0.171, -0.037], [0.170, -0.160, 0.068], [-0.307, 0.043, 0.426], [0.027, 0.015, -0.046], [-0.074, -0.017, -0.189], [-0.054, 0.054, -0.044], [0.057, 0.014, 0.076], [0.040, -0.032, 0.008], [-0.036, -0.017, 0.026], [0.029, -0.036, 0.045], [0.009, 0.014, -0.003], [0.017, 0.064, 0.018], [0.043, 0.093, 0.105], [0.047, 0.015, -0.085], [0.001, 0.002, 0.007], [0.011, 0.035, 0.007], [0.012, 0.006, -0.025], [0.035, -0.015, 0.121], [-0.013, 0.019, 0.028], [-0.071, -0.005, -0.091], [-0.010, 0.032, -0.038], [-0.015, -0.011, 0.013], [0.007, 0.028, 0.023], [0.008, 0.013, -0.005], [0.021, -0.022, 0.009], [0.017, 0.035, -0.007], [0.005, 0.011, 0.014], [0.033, 0.029, 0.015], [0.036, -0.045, 0.026], [0.050, 0.003, 0.030], [-0.002, 0.006, -0.021], [-0.020, 0.016, -0.029], [-0.010, -0.013, -0.022], [0.004, -0.033, -0.002], [-0.029, -0.018, 0.013], [-0.018, 0.008, -0.009], [0.113, 0.055, 0.285], [-0.489, 0.361, 0.040], [0.447, -0.095, -0.079], [-0.293, 0.175, -0.380], [0.267, -0.202, 0.089], [-0.720, 0.267, -0.006], [0.047, -0.033, -0.171], [0.231, 0.248, -0.484], [1.018, 0.814, -0.203], [-0.103, -0.014, -0.206], [0.059, 0.027, 0.145]],
  "total_charge": 1,
  "gap_ev": [5.70, 6.26],
  "de_lowest_kj_mol": 777.3,
  "multiplicity": 2,
  "energy_ev": -140336.65032,
  "s2": 0.8007
}


{
  "formula": "C21H34Cl2NO3P3PdS2",
  "method": "ωB97M-V with the def2-TZVPD basis set",
  "species": ["Pd", "Cl", "C", "C", "C", "Cl", "C", "C", "C", "C", "N", "C", "C", "O", "H", "H", "H", "H", "C", "P", "C", "C", "C", "P", "C", "C", "H", "H", "H", "H", "H", "H", "H", "H", "H", "H", "H", "H", "H", "H", "H", "H", "C", "C", "C", "O", "P", "S", "S", "O", "C", "C", "C", "H", "H", "H", "H", "H", "H", "H", "H", "H", "H", "H", "H", "H", "H"],
  "xyz": [[1.320990, -0.871937, -0.486035], [6.399034, -1.808331, -0.464111], [5.342975, -1.714315, 0.910351], [5.897269, -1.778718, 2.198201], [5.110727, -1.705748, 3.308203], [5.839125, -1.773058, 4.892691], [3.709347, -1.582299, 3.174534], [2.799932, -1.500737, 4.250060], [1.459984, -1.406708, 4.007568], [1.006122, -1.398337, 2.679008], [1.827797, -1.453556, 1.656899], [3.170864, -1.527687, 1.870939], [3.985002, -1.555839, 0.682971], [3.462107, -1.440657, -0.494165], [6.968959, -1.882694, 2.306733], [3.181237, -1.516535, 5.262916], [0.746684, -1.334396, 4.817857], [-0.050450, -1.330713, 2.447812], [2.977222, -1.035907, -3.544382], [1.369818, -0.550908, -2.847156], [0.877960, 0.860670, -3.871309], [0.229871, -1.871947, -3.441799], [-0.974944, -1.998929, -2.495609], [-0.402896, -2.449135, -0.819153], [-1.952303, -2.628918, 0.108506], [0.178947, -4.161836, -1.005706], [2.868873, -1.360739, -4.582373], [3.411451, -1.825650, -2.933128], [3.652993, -0.180869, -3.503696], [0.989096, 0.592589, -4.923547], [1.504154, 1.723959, -3.642849], [-0.150963, 1.134185, -3.645870], [0.792650, -2.806887, -3.479422], [-0.094611, -1.641477, -4.456924], [-1.704154, -2.727221, -2.856257], [-1.476820, -1.029704, -2.394523], [-2.665196, -3.215222, -0.471540], [-2.365942, -1.641643, 0.313975], [-1.759218, -3.128049, 1.058714], [-0.590007, -4.787997, -1.463795], [0.429606, -4.558092, -0.020290], [1.086274, -4.183126, -1.607521], [-1.694022, 5.050375, 1.291840], [-1.499126, 4.798200, -0.189521], [-2.785005, 4.888807, -0.991606], [-0.821578, 3.521805, -0.403181], [-1.390758, 2.051526, -0.375081], [-2.076890, 1.397061, -2.075641], [0.057754, 0.963842, 0.542338], [-2.564520, 2.215429, 0.714994], [-3.444262, 1.102183, 0.996701], [-4.831188, 1.451586, 0.505319], [-3.372326, 0.839304, 2.484189], [-2.008477, 6.084595, 1.448970], [-0.758030, 4.885273, 1.827282], [-2.449939, 4.382550, 1.699778], [-0.778365, 5.512131, -0.577815], [-3.532498, 4.197472, -0.599327], [-2.603881, 4.639707, -2.037502], [-3.180480, 5.905345, -0.933221], [-3.083514, 0.227912, 0.454291], [-5.193770, 2.346898, 1.018260], [-5.522090, 0.628151, 0.704405], [-4.809371, 1.641742, -0.567992], [-3.753292, 1.698357, 3.041954], [-2.337642, 0.660431, 2.784421], [-3.976329, -0.035540, 2.739399]],
  "forces_ev_per_a": [[0.106, 0.126, 0.336], [0.009, 0.009, 0.069], [0.263, 0.001, 0.019], [0.146, -0.025, -0.103], [-0.021, 0.001, 0.100], [-0.063, 0.005, -0.099], [-0.054, -0.009, 0.034], [0.075, -0.027, 0.079], [-0.118, -0.043, 0.028], [0.146, -0.060, -0.043], [0.067, 0.276, 0.287], [-0.263, -0.084, -0.093], [-0.162, -0.016, -0.263], [-0.106, -0.090, 0.090], [-0.023, 0.003, -0.043], [-0.010, 0.008, -0.025], [0.020, -0.024, -0.024], [-0.018, 0.072, -0.002], [-0.012, 0.013, -0.051], [0.002, -0.258, -0.179], [0.110, 0.180, 0.080], [-0.156, 0.044, 0.167], [0.143, -0.037, -0.071], [0.031, 0.185, -0.530], [0.108, 0.114, 0.196], [-0.005, -0.041, 0.174], [0.018, 0.030, 0.028], [0.008, -0.003, 0.001], [0.001, -0.025, 0.017], [0.008, 0.038, -0.019], [0.034, -0.028, -0.019], [0.043, -0.034, -0.051], [0.023, -0.027, -0.039], [-0.018, -0.011, -0.056], [-0.002, -0.079, -0.035], [0.002, -0.119, -0.008], [-0.037, -0.024, 0.011], [0.018, -0.059, -0.052], [-0.018, -0.004, -0.002], [0.035, -0.008, 0.003], [-0.001, -0.024, -0.031], [-0.006, -0.002, -0.015], [0.058, -0.030, 0.056], [-0.195, -0.256, -0.078], [0.036, -0.040, -0.024], [0.155, 0.365, 0.085], [-0.023, -0.210, 0.182], [-0.275, 0.058, -0.021], [-0.153, 0.008, 0.026], [-0.110, -0.108, -0.064], [0.072, 0.127, 0.085], [-0.051, 0.056, -0.010], [-0.003, -0.057, 0.101], [0.012, -0.029, -0.027], [-0.025, 0.031, -0.007], [-0.002, 0.038, 0.014], [0.105, 0.053, -0.089], [0.010, 0.056, -0.016], [-0.011, 0.030, 0.026], [0.022, -0.038, 0.018], [0.056, 0.005, -0.090], [-0.004, -0.062, -0.027], [0.026, 0.059, 0.001], [-0.008, -0.009, 0.023], [0.021, -0.037, -0.024], [-0.061, -0.001, -0.023], [0.023, 0.048, 0.017]],
  "total_charge": 0,
  "gap_ev": [7.30, 6.00],
  "de_lowest_kj_mol": 0.0,
  "multiplicity": 3,
  "energy_ev": -108027.51639,
  "s2": 2.0089
}


{
  "formula": "C21H34N2O3S",
  "method": "ωB97M-V with the def2-TZVPD basis set",
  "species": ["C", "C", "C", "C", "N", "C", "O", "C", "C", "C", "C", "C", "N", "S", "O", "O", "C", "C", "C", "C", "C", "C", "C", "C", "C", "C", "C", "H", "H", "H", "H", "H", "H", "H", "H", "H", "H", "H", "H", "H", "H", "H", "H", "H", "H", "H", "H", "H", "H", "H", "H", "H", "H", "H", "H", "H", "H", "H", "H", "H", "H"],
  "xyz": [[8.110518, 2.979222, -0.768882], [7.576845, 2.293383, 0.482737], [6.158554, 1.767767, 0.278855], [5.629502, 1.075172, 1.535227], [4.278944, 0.595493, 1.360310], [3.218008, 1.136510, 2.002374], [3.334486, 2.018969, 2.826246], [1.868277, 0.532556, 1.629031], [1.805493, -0.959908, 1.963146], [0.418251, -1.510711, 1.642630], [0.083097, -1.302356, 0.164791], [-1.278683, -1.933084, -0.215101], [-2.282623, -2.030780, 0.816762], [-3.273648, -0.728040, 1.180687], [-2.505651, 0.473225, 1.365974], [-4.052056, -1.155428, 2.308890], [-4.291387, -0.656233, -0.298119], [-5.026036, -1.799428, -0.611963], [-4.979618, -3.035998, 0.225446], [-5.825366, -1.785525, -1.747647], [-5.910365, -0.668424, -2.565110], [-6.798796, -0.667211, -3.770339], [-5.176546, 0.455575, -2.219975], [-4.364907, 0.487677, -1.090717], [-3.618268, 1.746664, -0.786812], [0.144889, 0.191475, -0.159180], [1.529309, 0.754730, 0.153030], [8.133522, 2.284738, -1.606165], [7.478220, 3.821481, -1.040245], [9.119643, 3.347726, -0.601586], [7.579596, 3.000326, 1.314371], [8.234318, 1.463060, 0.750967], [6.148857, 1.062174, -0.556897], [5.493781, 2.596271, 0.026365], [6.281122, 0.235328, 1.801974], [5.600005, 1.779057, 2.369727], [4.126570, -0.094635, 0.643544], [1.121108, 1.054578, 2.234491], [2.554032, -1.510800, 1.386861], [2.025628, -1.106812, 3.022260], [0.383514, -2.575794, 1.889208], [-0.321252, -0.984883, 2.249935], [0.845385, -1.811764, -0.439102], [-1.737589, -1.360528, -1.025696], [-1.108454, -2.952561, -0.581082], [-1.982165, -2.496906, 1.657527], [-5.818827, -3.684877, -0.013655], [-4.053957, -3.577911, 0.040341], [-5.005513, -2.778086, 1.279602], [-6.397738, -2.667584, -1.996274], [-7.808700, -0.374682, -3.482294], [-6.442990, 0.039307, -4.515946], [-6.850977, -1.658214, -4.214690], [-5.239472, 1.337174, -2.841579], [-2.544986, 1.586966, -0.863690], [-3.813815, 2.075784, 0.230090], [-3.908056, 2.532124, -1.481406], [-0.079306, 0.346507, -1.218279], [-0.605936, 0.712096, 0.434926], [2.269778, 0.263089, -0.485387], [1.552430, 1.822959, -0.070506]],
  "forces_ev_per_a": [[0.030, -0.083, 0.247], [-0.182, -0.019, -0.280], [0.193, -0.046, 0.413], [0.118, 0.181, -0.131], [0.270, -0.248, -0.230], [-0.463, -0.297, -0.123], [-0.018, 0.378, 0.306], [0.212, -0.005, -0.068], [-0.253, 0.065, 0.157], [0.284, -0.095, -0.272], [-0.387, 0.152, 0.119], [0.408, 0.096, -0.373], [-0.686, 0.740, 0.328], [0.506, -0.603, 0.177], [-0.229, -0.052, -0.341], [-0.075, -0.073, -0.014], [0.393, 0.033, 0.412], [-0.208, -0.270, -0.107], [-0.190, -0.308, 0.011], [0.113, 0.141, 0.075], [0.107, -0.001, 0.082], [-0.024, 0.015, 0.046], [-0.002, -0.139, 0.113], [0.031, 0.212, -0.126], [0.058, 0.258, 0.006], [0.319, -0.101, -0.086], [-0.256, 0.090, 0.086], [0.016, -0.035, -0.122], [-0.041, 0.104, -0.079], [0.101, 0.072, -0.078], [0.035, -0.027, 0.092], [0.034, 0.000, 0.093], [-0.041, 0.006, -0.083], [-0.068, -0.002, -0.054], [-0.004, 0.104, 0.039], [0.072, -0.123, -0.050], [-0.120, 0.040, 0.080], [0.124, 0.017, 0.007], [0.052, -0.029, 0.013], [0.088, -0.038, -0.004], [-0.063, -0.040, 0.095], [-0.030, -0.039, 0.070], [-0.022, -0.001, 0.020], [0.119, -0.109, -0.187], [-0.075, 0.130, -0.028], [-0.162, -0.034, 0.300], [-0.054, -0.019, -0.032], [-0.025, -0.083, 0.020], [-0.074, -0.214, -0.007], [-0.049, -0.126, 0.009], [-0.081, 0.012, -0.048], [-0.012, 0.027, -0.083], [-0.030, -0.044, -0.072], [0.026, 0.117, -0.042], [0.072, 0.083, 0.008], [0.036, 0.129, -0.032], [-0.020, 0.002, -0.041], [-0.084, 0.027, -0.018], [0.060, 0.033, -0.122], [0.063, 0.019, -0.039], [0.086, 0.016, -0.053]],
  "smiles": "CCCCNC(=O)[C@H]1CC[C@H](CNS(=O)(=O)c2c(C)cc(C)cc2C)CC1",
  "total_charge": 0,
  "gap_ev": 9.91,
  "de_lowest_kj_mol": 29.0,
  "energy_ev": -42287.77733
}